Entry 1:
# C40H30N5O6SZr

C40H30N5O6SZr as an isolated structure in a non-equilibrium geometry (ωB97M-V/def2-TZVPD, the OMol25 dataset).

Each line ends with the Mulliken charge.
CARTESIAN COORDINATES (ANGSTROEM)
Zr: 0.17066 0.37385 -0.33766  -1.730
S: 3.64462 0.09683 2.83109  -0.390
C: 2.96404 -1.50024 2.85949  0.743
C: 3.30520 -2.57279 3.67426  -0.727
C: 2.60358 -3.75195 3.52028  -0.620
C: 1.57821 -3.85345 2.57595  -1.013
C: 1.23649 -2.78722 1.76967  -0.332
C: 1.94293 -1.59099 1.90342  -0.814
N: 1.75191 -0.42890 1.17493  1.261
C: 2.56204 0.52955 1.54617  0.872
C: 2.53846 1.85913 0.94875  0.613
C: 3.60864 2.73241 1.15296  -1.051
C: 3.58649 3.98677 0.57496  -0.959
C: 2.48902 4.36095 -0.18901  -0.940
C: 1.43584 3.47667 -0.38413  -0.215
C: 1.41585 2.18791 0.15600  2.192
H: 4.09303 -2.47190 4.40844  0.439
H: 2.83725 -4.60307 4.14493  0.422
H: 1.04182 -4.78840 2.48048  0.453
H: 0.42642 -2.86052 1.05840  0.484
H: 4.45861 2.42668 1.75231  0.460
H: 4.41273 4.66967 0.71983  0.425
H: 2.45697 5.34515 -0.63931  0.485
H: 0.59556 3.82710 -0.97782  0.441
C: -0.15971 -3.83673 -1.97147  -2.420
C: 0.54030 -2.53834 -1.69616  0.816
O: -0.09591 -1.67778 -1.03812  0.568
C: 1.88340 -2.31296 -2.12829  1.336
C: 2.64522 -3.33663 -2.73440  -1.141
C: 3.95168 -3.13986 -3.08133  -0.952
C: 4.55243 -1.89665 -2.82241  -0.593
C: 3.83792 -0.87327 -2.25467  -1.010
C: 2.47803 -1.03536 -1.91616  -0.124
O: 1.81182 -0.01303 -1.46507  0.820
H: -1.18041 -3.76815 -1.60309  0.351
H: 0.35166 -4.65016 -1.45342  0.442
H: -0.17131 -4.06813 -3.03617  0.513
H: 2.18676 -4.30131 -2.91046  0.448
H: 4.52720 -3.93003 -3.54245  0.421
H: 5.59382 -1.74303 -3.07469  0.472
H: 4.28253 0.09338 -2.05227  0.534
N: -1.50354 2.27671 -0.40004  -0.206
C: -1.76365 3.22332 0.68187  -0.005
C: -2.55147 4.33887 0.42947  -0.523
C: -2.82304 5.24506 1.44273  -0.676
C: -2.31448 5.03396 2.71434  -0.506
C: -1.52908 3.92002 2.96640  -1.081
C: -1.24681 3.01484 1.95427  0.167
H: -1.55840 2.79029 -1.27179  0.378
H: -2.28096 1.62114 -0.43596  0.412
H: -2.95817 4.50118 -0.56310  0.442
H: -3.43230 6.11450 1.23438  0.411
H: -2.53020 5.73651 3.50818  0.428
H: -1.12045 3.76136 3.95606  0.433
H: -0.62775 2.15151 2.13581  0.433
N: -0.20827 1.42055 -7.98661  -0.417
C: -0.24529 1.34833 -6.84137  -0.286
C: -0.27557 1.25882 -5.41175  0.492
C: -1.30580 0.59501 -4.75493  -0.761
C: -1.26895 0.52699 -3.37495  -0.561
N: -0.29221 1.07141 -2.64212  0.603
C: 0.69367 1.71837 -3.28121  -0.501
C: 0.74031 1.83980 -4.65508  -0.743
H: -2.11662 0.14220 -5.30683  0.553
H: -2.04765 0.01290 -2.82376  0.552
H: 1.46743 2.14779 -2.66201  0.635
H: 1.55390 2.36486 -5.13400  0.565
O: -0.85260 -0.16354 1.39371  -0.599
C: -1.93408 -0.56220 0.83721  1.007
O: -2.11758 -0.32362 -0.38305  -0.662
C: -2.95414 -1.27360 1.64386  0.329
C: -2.79661 -1.33911 3.02639  -0.394
C: -3.76685 -1.94702 3.79949  -0.629
C: -4.87665 -2.48826 3.17084  -0.117
C: -5.04055 -2.44679 1.79561  -0.678
C: -4.07112 -1.82985 1.02817  -0.526
N: -5.92129 -3.12160 3.99649  1.006
O: -5.76013 -3.11926 5.19950  -0.591
O: -6.86171 -3.62240 3.41375  -0.596
H: -1.91282 -0.90547 3.47289  0.619
H: -3.69080 -2.00964 4.87479  0.520
H: -5.92230 -2.88865 1.35585  0.501
H: -4.16722 -1.77050 -0.04727  0.592

Cartesian forces (eV/Å) of the 6 atoms listed first:
Zr -0.56 0.87 -1.19
S -0.10 -0.06 -0.17
C -0.12 0.17 -0.21
C 0.00 0.01 0.03
C 0.03 0.04 0.05
C -0.04 -0.03 -0.03

- strongest force on any atom (eV Å⁻¹) = 1.58
- highest occupied orbital energy (eV) = -11.044
- molar mass (g/mol) = 800.00
- energy (eV) = -73816.001
- net charge = +1

Entry 2:
# C40H31Cl5CuN5OSi

C40H31Cl5CuN5OSi as an isolated structure in a non-equilibrium geometry (ωB97M-V/def2-TZVPD, the OMol25 dataset).

Each line ends with the Löwdin spin population.
CARTESIAN COORDINATES (ANGSTROEM)
Cu: -0.10514 0.48487 -1.46004  0.724
C: -3.72505 1.51275 0.47399  0.001
C: -4.34218 0.29648 0.74371  -0.001
C: -3.92016 -0.81861 0.06303  0.003
C: -2.84412 -0.71730 -0.84407  0.005
N: -2.20913 0.45134 -1.03358  0.061
C: -2.66935 1.52737 -0.41576  0.003
N: -2.57779 -1.81962 -1.58213  0.001
C: -1.41706 -2.10510 -2.06596  0.001
N: -0.23805 -1.49143 -1.81692  0.023
C: 0.75178 -2.13188 -2.47483  0.000
N: 2.01948 -1.88211 -2.46440  0.001
C: 2.59290 -0.77316 -1.94716  0.005
C: 3.96016 -0.87000 -1.61230  0.003
C: 4.65844 0.25714 -1.25988  -0.001
C: 3.99162 1.47999 -1.24603  0.002
C: 2.64406 1.49262 -1.54883  0.004
N: 1.96088 0.40917 -1.88043  0.068
C: 0.18313 -3.26329 -3.22764  0.001
C: 0.72926 -4.18025 -4.10230  0.000
C: -0.12955 -5.08944 -4.70561  0.000
C: -1.49266 -5.07036 -4.44642  0.000
C: -2.04655 -4.14352 -3.57341  0.000
C: -1.19221 -3.24513 -2.96868  0.001
H: -4.04499 2.42211 0.95570  0.000
H: -5.15482 0.23857 1.45462  0.000
H: -4.37585 -1.78794 0.20335  0.000
H: -2.17771 2.45335 -0.65536  0.000
H: 4.42050 -1.84284 -1.64726  0.001
H: 5.70875 0.20112 -1.00784  0.000
H: 4.50260 2.39478 -0.99267  0.000
H: 2.09007 2.41758 -1.53464  0.001
H: 1.78475 -4.17138 -4.32140  0.000
H: 0.26575 -5.81728 -5.40029  0.000
H: -2.13596 -5.78226 -4.94397  0.000
H: -3.10902 -4.10803 -3.39000  0.000
Cl: -0.28056 0.32830 -4.69588  0.002
C: -0.32367 1.93981 -4.07593  0.008
C: -0.26215 2.12029 -2.69787  0.067
C: -0.27020 3.44271 -2.26029  0.008
Cl: -0.07746 3.78024 -0.57306  0.003
C: -0.39486 4.52705 -3.12624  0.003
Cl: -0.48697 6.13389 -2.51809  0.002
C: -0.45981 4.30122 -4.49512  -0.003
Cl: -0.59957 5.62168 -5.58666  -0.001
C: -0.40921 2.99638 -4.97790  0.003
Cl: -0.45999 2.72045 -6.67564  0.002
C: 3.29550 0.92032 2.28707  0.000
C: 1.94381 1.35245 2.84183  0.000
C: 1.80924 2.85141 2.58575  0.000
C: 1.91032 1.12159 4.35081  0.000
Si: 0.48928 0.45423 1.93943  0.000
O: 0.42147 0.85793 0.43380  0.001
C: -1.02821 0.97369 2.98464  0.000
C: -1.51847 0.17900 4.01616  0.000
C: -2.55660 0.60408 4.82639  0.000
C: -3.13759 1.84413 4.61663  0.000
C: -2.68362 2.63912 3.57883  0.000
C: -1.64010 2.20531 2.78100  0.000
C: 0.50212 -1.45007 2.11953  0.000
C: 1.49298 -2.24240 2.68516  0.000
C: 1.44348 -3.62580 2.62020  0.000
C: 0.39539 -4.25334 1.97161  0.000
C: -0.61823 -3.48662 1.42181  0.000
C: -0.56030 -2.10883 1.50815  0.000
H: 4.10442 1.50085 2.74070  0.000
H: 3.31562 1.08631 1.21349  0.000
H: 3.48754 -0.13387 2.46569  0.000
H: 2.64078 3.39906 3.03508  0.000
H: 0.88347 3.23675 3.00792  0.000
H: 1.81215 3.04310 1.51512  0.000
H: 2.72448 1.66483 4.83840  0.000
H: 2.00751 0.06470 4.59269  0.000
H: 0.97040 1.47754 4.77251  0.000
H: -1.07302 -0.79268 4.18962  0.000
H: -2.91007 -0.02967 5.63154  0.000
H: -3.93805 2.18610 5.25872  0.000
H: -3.15197 3.59981 3.39553  0.000
H: -1.29049 2.83161 1.97465  0.000
H: 2.32864 -1.78017 3.19159  0.000
H: 2.23253 -4.21911 3.06706  0.000
H: 0.36725 -5.33428 1.89617  0.000
H: -1.44862 -3.96399 0.91677  0.000
H: -1.35536 -1.51340 1.08609  0.000

Cartesian forces (eV/Å) of the 6 atoms listed first:
Cu -0.13 0.55 -0.60
C -0.02 -0.03 -0.16
C 0.06 0.08 -0.08
C 0.23 0.06 -0.05
C -0.63 0.60 0.54
N 0.39 -0.69 -0.12

- strongest force on any atom (eV Å⁻¹) = 1.39
- 2S+1 = 2
- highest occupied orbital energy (alpha / beta) (eV) = -5.342 / -5.282
- molar mass (g/mol) = 866.62
- energy (eV) = -166616.678
- net charge = -1

- Among the records above, which one has the lowest molar mass?
  C40H30N5O6SZr

- molar mass of number 2 (C40H31Cl5CuN5OSi)?
  866.62 g/mol

- Look up the strongest force on any atom of the first one.
  1.58 eV Å⁻¹